Computed, not measured: a structure of composition C3H8N2O2 in a non-equilibrium geometry, with ωB97M-V with the def2-TZVPD basis set.

XYZ file:
```
15
Properties=species:S:1:pos:R:3
O -1.3863 0.5830 0.8776
O -2.2575 0.3697 2.9878
N 0.3271 0.5414 -1.0187
N 0.9513 0.0331 -3.2676
C -0.0552 -0.4744 2.5848
C 0.3779 -0.2289 -2.0712
C -1.3831 0.1520 2.1476
H 0.8487 1.3832 -1.0823
H -0.5559 0.4271 -0.0590
H -0.3231 -1.1498 3.4547
H 0.6338 0.2943 2.9920
H 0.4333 -1.0029 1.7566
H 1.2325 -0.7915 -3.8100
H -0.3280 -1.0330 -2.0998
H 1.4844 0.8966 -3.3925
```

Spin multiplicity ... 2
HOMO energy (spin up / spin down) ... -14.824 / -14.819 eV
Total charge ... +1
LUMO level (spin up / spin down) ... -3.22 / -8.31 eV

Atomic partial charges in e from the Löwdin method, atoms 1 to 2: 0.016, 0.377

---

Computed, not measured: a cluster of 4 separate species, C36H71BCl2F3N3O10P in total in a non-equilibrium geometry, with ωB97M-V with the def2-TZVPD basis set.

XYZ file:
```
127
Properties=species:S:1:pos:R:3
Cl 0.9970 -0.8199 -4.2862
Cl -1.9148 -0.8343 -3.7000
P -0.2001 0.2453 1.9553
F -3.6104 3.4577 -0.7780
F -2.0226 3.3691 -2.1734
F -3.6128 1.9540 -2.3148
O 4.6405 5.1243 4.6803
O 4.5108 -1.6413 -4.4103
O 2.7183 -4.0760 -0.1781
O 6.1953 6.3609 3.7275
O -4.9470 1.5043 0.8824
O 1.1635 -5.2090 -1.2363
O 3.4163 2.8184 -0.2308
O 3.6939 0.3711 -4.7593
O 1.3370 2.2310 -0.5968
O -3.7436 2.1996 2.8424
N -1.3488 -2.0757 4.1031
N -1.7681 -0.7504 -0.3580
N -0.3796 0.9038 3.3696
C -7.3044 -3.8119 -1.4646
C -3.2426 -0.8945 -0.7758
C -2.5376 -1.0940 2.1029
C 0.9884 1.6908 -3.4038
C 5.5690 -2.6050 -4.4828
C 6.3667 -2.6517 -3.1962
C -1.9687 1.7319 -0.5690
C 0.5394 -1.9527 -0.3541
C 5.5614 5.8842 4.8187
C -2.3632 1.2793 0.8843
C -1.0017 -1.9966 -0.5605
C 1.8101 -4.0594 -0.9018
C 1.3570 -2.7019 -1.4640
C -1.7038 -2.2828 2.6723
C 4.6859 4.0775 1.4310
C -1.8469 -0.1845 1.0475
C 0.0400 -5.5485 0.9691
C -2.8576 2.5948 -1.4356
C 6.0818 6.2431 6.1898
C -1.0482 0.3740 -2.7019
C 6.0605 0.2364 -4.8119
C 7.1740 7.4071 3.7694
C -5.2378 -2.2704 -1.3858
C -3.7130 -2.3156 -1.1845
C -10.1357 -3.8000 1.1951
C 4.6666 -0.3325 -4.6885
C -0.0855 -5.3815 -0.5526
C 0.5119 0.3060 -2.9840
C -1.3335 0.4465 -1.1852
C 2.1186 3.0987 -0.2644
C 1.6338 4.4499 0.1948
C -9.4102 -3.5230 -0.1385
C -5.7679 -3.7172 -1.4204
C 4.4466 3.8060 -0.0379
C -7.9455 -3.9875 -0.0593
C 8.5559 6.8642 4.0676
B -3.7596 1.6781 1.5701
H 6.8747 8.1906 4.4668
H 3.8011 4.4872 1.9168
H -2.3432 -3.1792 2.6515
H 0.7442 4.7083 -0.3786
H 6.3734 0.6244 -3.8432
H -3.7378 3.1694 2.8040
H -5.5010 0.8501 1.3369
H 0.7306 1.8845 -4.4489
H -1.0943 2.3711 -0.4307
H -11.2178 -3.7318 1.0784
H 0.9904 -0.9648 -0.2419
H -9.4257 -2.4609 -0.4068
H -1.6898 1.9213 1.4691
H -2.1847 -2.3592 4.6129
H 2.2498 -2.1302 -1.7040
H 0.5428 2.4756 -2.7893
H -9.9320 -4.0487 -0.9456
H 9.2963 7.6641 4.0381
H -7.9536 -5.0487 0.2050
H -0.6927 -2.8248 4.3247
H 0.7693 -2.4916 0.5699
H -1.3280 1.3337 -3.1319
H -3.2002 -2.6978 -2.0659
H 6.0328 1.0524 -5.5308
H 2.0703 1.7622 -3.3039
H 5.0816 -3.5660 -4.6426
H -3.4449 -1.5602 1.6962
H 5.2380 6.2798 6.8754
H -3.5307 -2.9976 -0.3434
H -5.3511 -4.1959 -2.3129
H -0.3074 0.6033 -0.8231
H -3.4917 -0.2660 -1.6294
H -9.8928 -4.8097 1.5380
H -7.5599 -4.7290 -2.0081
H -7.7816 -2.9921 -2.0100
H -1.3754 -2.8065 0.0610
H 0.8691 -4.9953 1.4132
H 8.5993 6.3897 5.0481
H 0.6421 -0.8794 2.0851
H -7.3620 -3.4210 0.6767
H 2.3495 5.2519 0.0376
H 7.1668 7.8569 2.7772
H -5.5138 -1.6917 -2.2721
H -0.8919 -5.1699 1.4139
H 4.9373 3.1535 1.9528
H 4.2218 4.7135 -0.5998
H -3.9640 -0.6200 -0.0103
H 6.7762 5.4716 6.5200
H 6.5667 7.2153 6.2391
H -0.7770 -4.5858 -0.8593
H -0.8181 -2.5438 2.0928
H -1.3623 0.9690 3.6237
H 5.7102 -2.8639 -2.3507
H 1.3747 4.3938 1.2521
H -5.4311 -4.2261 -0.5109
H 8.8326 6.1082 3.3316
H 1.0837 0.0427 -2.0966
H -2.8839 -0.5318 2.9747
H -9.7583 -3.0898 1.9356
H 6.1968 -2.4271 -5.3569
H -5.7159 -1.7831 -0.5216
H -1.1058 -2.3755 -1.5768
H 5.3451 3.3817 -0.4834
H 6.8574 -1.6995 -2.9918
H 5.5058 4.7827 1.5637
H 6.7987 -0.4748 -5.1751
H 0.7751 -2.8849 -2.3709
H 0.4881 1.1654 1.1143
H 7.1293 -3.4293 -3.2462
H -0.5070 -6.3071 -0.9459
H 0.0769 -6.6036 1.2345
```

HOMO energy ... -10.707 eV
Total charge ... +1
LUMO level ... -1.98 eV

Atomic partial charges in e from the Löwdin method, atoms 1 to 2: 0.680, 0.707

---

Repeat the first record exactly.
Computed, not measured: a structure of composition C3H8N2O2 in a non-equilibrium geometry, with ωB97M-V with the def2-TZVPD basis set.

XYZ file:
```
15
Properties=species:S:1:pos:R:3
O -1.3863 0.5830 0.8776
O -2.2575 0.3697 2.9878
N 0.3271 0.5414 -1.0187
N 0.9513 0.0331 -3.2676
C -0.0552 -0.4744 2.5848
C 0.3779 -0.2289 -2.0712
C -1.3831 0.1520 2.1476
H 0.8487 1.3832 -1.0823
H -0.5559 0.4271 -0.0590
H -0.3231 -1.1498 3.4547
H 0.6338 0.2943 2.9920
H 0.4333 -1.0029 1.7566
H 1.2325 -0.7915 -3.8100
H -0.3280 -1.0330 -2.0998
H 1.4844 0.8966 -3.3925
```

Spin multiplicity ... 2
HOMO energy (spin up / spin down) ... -14.824 / -14.819 eV
Total charge ... +1
LUMO level (spin up / spin down) ... -3.22 / -8.31 eV

Atomic partial charges in e from the Löwdin method, atoms 1 to 2: 0.016, 0.377

---

- Number 2 is which compound?
  C36H71BCl2F3N3O10P

---

- total charge of number 1 (C3H8N2O2)?
  +1